# 1
Here is 2 unconnected molecules or ions with the total composition C2H9NS from OMol25. Energies are from the ωB97M-V functional and the def2-TZVPD basis.

The HOMO energy is -8.6 eV. The LUMO energy comes out at 1.0 eV. As for the largest force on an atom: 0.768 eV/Å. The total energy is -534.52059 a.u.

The geometry in XYZ format:
```
13
Properties=species:S:1:pos:R:3:forces:R:3
C -0.26301 -0.40252 -1.10347 0.0304 -0.2348 -0.3644
S 0.79261 0.98075 -0.60990 -0.2104 -0.2050 -0.1031
C 2.37455 0.09974 -0.60919 -0.5071 -0.1810 -0.1340
H -0.50567 -0.36287 -2.16363 0.2267 -0.0572 -0.0950
H 0.26175 -1.32425 -0.87397 0.0813 -0.1377 -0.1059
H -1.21263 -0.47748 -0.59552 -0.1933 0.3858 0.3867
H 3.10732 0.87950 -0.44546 0.3643 -0.1870 0.1896
H 2.58021 -0.43117 -1.54084 -0.0902 0.3668 -0.1550
H 2.34749 -0.66205 0.16671 0.2934 0.2195 0.2915
N -2.19224 0.35048 2.13200 -0.3954 -0.6182 0.2270
H -3.07591 -0.15200 2.15737 0.0989 0.1173 0.1432
H -2.40090 1.32829 2.27324 0.1317 0.0961 -0.2833
H -1.81356 0.17358 1.21267 0.1697 0.4356 0.0025
```
Positions in Å, forces in eV/Å.

Here are the natural (NBO) charges for atoms 1 to 2, given in e: number 1, C, carries -0.7461; number 2, S, carries 0.1802

=====

# 2
Here is a molecular structure, CH14Ba2O10 at a distorted geometry from OMol25. Energies are from the ωB97M-V functional and the def2-TZVPD basis.

The HOMO energy is -14.8 eV. The LUMO energy comes out at -9.1 eV. As for the largest force on an atom: 11.803 eV/Å. The total energy is -849.36617 a.u. As for the total charge: +2.

The geometry in XYZ format:
```
27
Properties=species:S:1:pos:R:3:forces:R:3
Ba 0.46482 -2.43943 -2.44503 0.3330 0.1243 2.0337
Ba -1.24207 1.87873 -3.43493 0.7197 0.3327 2.0640
C -0.07123 0.24565 -0.78384 -6.6191 0.5192 7.4527
O -0.65447 1.25598 -0.29507 0.3800 0.5618 -1.0111
O -0.27611 -0.90776 -0.27324 0.9097 -2.4004 0.1330
O 0.42056 0.25402 -1.85951 4.5754 0.6179 -10.8621
O 2.32356 -0.46847 0.86732 0.3630 -0.0098 -0.0754
H 2.89177 -0.06370 0.21194 0.4243 0.1814 -0.0270
H 1.63122 -0.88934 0.35764 -0.3031 -0.1963 -0.0179
O -3.02406 1.05236 1.43460 -0.4594 0.0346 -0.2008
H -2.25520 1.04760 0.86446 0.5081 -0.1766 -0.0331
H -2.96890 1.88419 1.90496 -0.0731 0.1536 0.2715
O -2.77165 -2.09913 0.19176 -0.1293 -0.2216 -0.3164
H -3.16897 -2.47273 -0.59488 -0.5188 -0.2824 -0.0477
H -1.85230 -1.97050 -0.04166 0.3382 0.5866 0.3775
O -0.40955 4.03027 0.35089 -0.0406 0.2639 -0.5013
H -0.72640 3.14901 0.15284 0.1592 -0.5425 0.1983
H -0.78179 4.23183 1.20940 -0.0356 0.2360 0.2585
O 0.01331 -0.85820 2.50346 -0.1461 -0.4361 0.1495
H 0.21873 -0.73675 1.57649 -0.3248 0.2869 0.1077
H 0.39584 -0.09481 2.93606 0.1546 0.1066 0.2309
O 0.77142 -3.49878 0.11253 -0.0272 -0.0040 -1.4470
H 0.14781 -2.86113 0.46001 -0.4106 0.3738 0.7683
H 1.48503 -3.50875 0.75040 0.4168 -0.1769 0.4219
O 3.32467 1.33685 -2.39495 -0.1124 -0.2419 -0.4229
H 3.61788 1.61747 -1.52805 0.2515 0.3059 0.2440
H 2.49615 0.88545 -2.23359 -0.3335 0.0033 0.2513
```
Positions in Å, forces in eV/Å.

Here are the Mulliken charges for atoms 1 to 2, given in e: number 1, Ba, carries 1.8282; number 2, Ba, carries 1.8322

=====

# 3
Here is a molecular structure, C15H21AuF5N4O5S2 from OMol25. Energies are from the ωB97M-V functional and the def2-TZVPD basis.

The HOMO energy is -11.0 eV. The LUMO energy comes out at -4.7 eV. As for the largest force on an atom: 0.653 eV/Å. The total energy is -2610.54762 a.u. As for the total charge: +1.

The geometry in XYZ format:
```
53
Properties=species:S:1:pos:R:3:forces:R:3
Au 0.34343 0.80199 -0.79330 0.4106 -0.2203 0.3347
F 1.76388 -1.30723 -2.18611 0.0306 0.0104 0.0748
C 1.99465 -0.14125 -1.56124 -0.1204 -0.1645 0.0775
F 2.88553 -0.38651 -0.57807 0.0800 0.0175 0.0132
C 2.64890 0.80551 -2.59652 -0.0549 -0.0429 -0.0657
F 3.79499 0.31423 -3.03861 -0.0105 0.0046 0.0121
F 2.87896 2.00585 -2.04223 -0.0116 -0.0205 -0.0029
F 1.81619 0.97703 -3.62734 0.0534 -0.0010 0.0124
N -1.46029 2.11077 -3.07848 -0.0834 -0.3463 -0.5470
C -1.54094 0.81735 -3.31673 0.0477 0.5640 0.0140
N -2.05286 0.34149 -4.44435 -0.0593 0.0214 -0.0518
S -0.97715 -0.37912 -2.19408 -0.0839 -0.1866 -0.2198
H -1.88372 2.76892 -3.71670 0.0040 -0.0583 -0.0494
H -1.35982 2.41515 -2.10515 -0.0052 0.0456 0.1471
H -2.52745 0.94122 -5.10083 -0.0165 -0.0084 0.0296
H -2.02576 -0.64485 -4.64296 0.0367 0.0137 -0.0095
C -0.06317 -4.67403 -1.19528 0.0050 0.0044 -0.0091
C -0.15498 -3.66280 -0.08680 0.0012 0.0080 -0.0018
C 0.98658 -3.07353 0.44564 0.0235 0.0157 -0.0271
C 0.89452 -2.13649 1.46718 0.0161 0.0331 -0.0012
C -0.34721 -1.79294 1.97883 0.0079 0.0487 -0.0456
C -1.49740 -2.38074 1.46740 -0.0028 -0.0323 0.0401
C -1.39715 -3.30376 0.44160 0.0081 0.0021 0.0028
S -0.37373 -0.60429 3.33291 -0.0215 -0.0503 0.0272
O 0.82953 2.94863 3.15540 -0.0124 0.0488 0.0998
O -0.46828 -1.37130 4.58334 -0.0187 -0.0245 -0.0007
N -1.88116 0.06534 3.09344 0.0113 -0.0093 0.0319
C -1.99743 1.21816 2.22422 -0.0633 0.0189 0.0309
C -2.83648 0.93842 0.98126 -0.0447 -0.1018 -0.0925
C -2.49704 1.81130 -0.20184 -0.4257 -0.0016 0.2559
O -3.33722 2.26132 -0.94555 -0.0628 0.0392 -0.0117
O -1.20900 2.07639 -0.39339 0.2405 0.2317 0.1324
H 0.96632 -4.81633 -1.51949 -0.0001 0.0024 0.0029
H -0.65216 -4.36222 -2.05988 -0.0021 -0.0020 0.0059
H -0.45210 -5.64010 -0.87074 -0.0008 0.0013 0.0037
H 1.95931 -3.35549 0.06088 0.0003 0.0254 -0.0101
H 1.79324 -1.68841 1.87791 0.0039 0.0113 -0.0048
H -2.46199 -2.12119 1.88350 -0.0127 0.0143 -0.0081
H -2.29561 -3.76755 0.05046 0.0020 0.0051 -0.0038
H -2.54814 -0.13206 3.82455 0.0449 0.0381 0.0273
H -0.99196 1.48612 1.90739 0.1201 0.0791 0.0382
H -2.39134 2.08252 2.76463 -0.0128 -0.0279 -0.0001
H -3.90443 1.02354 1.17436 0.0035 -0.0066 -0.0292
H -2.64814 -0.08950 0.65422 0.0232 -0.0217 0.0294
C 3.61887 2.30328 0.86837 -0.0229 0.0442 -0.0715
C 2.23528 2.20429 1.42877 -0.0027 -0.1691 0.0875
N 2.07637 2.79260 2.61157 -0.0004 -0.0604 -0.0871
O 1.26991 1.59512 0.91982 0.0460 0.2671 -0.0847
H 4.34763 2.42138 1.66824 0.0089 0.0250 -0.0118
H 3.68376 3.16942 0.20900 -0.0269 -0.0143 -0.0279
H 3.85283 1.41171 0.29869 0.0171 0.0206 0.0378
H 2.79889 3.37671 3.00753 -0.0047 0.0013 -0.0126
H 0.79453 2.34595 3.91458 -0.0629 -0.0920 -0.0815
```
Positions in Å, forces in eV/Å.

Here are the natural (NBO) charges for atoms 1 to 2, given in e: number 1, Au, carries 1.1686; number 2, F, carries -0.3120